Record 1
{"formula": "C6H5O3S", "method": "ωB97M-V with the def2-TZVPD basis set", "mol_weight_da": 157.17, "total_charge": -1, "relative_energy_kj_mol": 178.1, "spin_multiplicity": 1, "homo_energy_ev": [-4.3, -4.3], "max_force_ev_per_a": 3.59, "lumo_energy_ev": [3.26, 3.26], "symbols": ["C", "C", "C", "C", "C", "C", "O", "O", "O", "S", "H", "H", "H", "H", "H"], "xyz": [[1.577996, 0.188104, -0.715958], [0.185041, 0.527041, -0.587576], [1.859477, -0.370251, 0.535857], [-0.273623, 0.108723, 0.608859], [-2.374991, 1.333830, 0.244478], [-1.604452, 0.155575, 1.002208], [-3.075043, 1.119515, -0.722381], [-1.910610, 2.396980, 0.802855], [0.817543, -0.344354, 1.351765], [-2.351055, -1.961444, -0.000812], [2.153269, 0.461361, -1.613409], [-0.547587, 1.076973, -1.251390], [2.762449, -0.773111, 0.959817], [-1.962215, -0.024448, 1.942877], [-3.329757, -1.380985, -0.530933]], "forces_ev_per_a": [[-0.991, 0.224, 1.159], [-0.546, 0.812, -1.520], [0.996, 0.896, -1.995], [2.464, 0.535, -0.036], [2.212, 1.053, 1.600], [-2.098, -0.669, -2.829], [-0.694, 0.158, -0.305], [-1.342, -1.564, -0.816], [-1.649, -0.861, 0.067], [2.575, -0.003, 2.177], [0.082, -0.604, 0.933], [1.430, -0.964, 0.431], [0.113, 0.052, -0.014], [-0.445, -0.489, 2.337], [-2.107, 1.427, -1.190]], "lowdin_charge": [-0.031, -0.035, -0.153, -0.370, -0.730, -0.071, -0.020, -0.069, 0.038, 0.386, 0.097, 0.149, 0.106, 0.062, -0.357]}



Record 2
{"formula": "C11H20N2", "method": "ωB97M-V with the def2-TZVPD basis set", "mol_weight_da": 180.29, "relative_energy_kj_mol": 127.7, "smiles": "CC(C)C1=C2CCCC[C@H]2NN1C", "spin_multiplicity": 1, "homo_energy_ev": -6.7, "max_force_ev_per_a": 9.96, "lumo_energy_ev": 0.98, "symbols": ["C", "C", "C", "C", "C", "C", "C", "C", "C", "C", "C", "N", "N", "H", "H", "H", "H", "H", "H", "H", "H", "H", "H", "H", "H", "H", "H", "H", "H", "H", "H", "H", "H"], "xyz": [[-0.482452, 0.457861, 0.557290], [-0.314611, -0.746611, -0.371504], [-0.049022, 0.842081, 1.927815], [0.975526, 1.941218, 1.639826], [0.572166, 3.045753, 0.697033], [0.006233, 2.408138, -0.578420], [-1.103058, 1.494134, -0.306972], [0.818353, -2.237280, 1.423969], [-0.696259, -3.152731, -0.372451], [0.136274, -0.742716, -2.637452], [0.349016, -2.033207, 0.013945], [-1.484687, 0.780364, -1.488678], [-0.867548, -0.442973, -1.546961], [-0.929234, 1.254635, 2.528867], [0.291259, 0.168573, 2.700226], [1.196410, 2.420025, 2.664371], [1.907952, 1.454597, 1.399278], [-0.193317, 3.699106, 1.052209], [1.512583, 3.580409, 0.328002], [-0.259356, 3.195496, -1.317214], [0.799396, 1.845476, -1.135901], [-2.029105, 2.017361, -0.025951], [-0.099655, -2.383655, 2.044929], [1.455189, -1.499851, 1.926818], [1.284956, -3.206929, 1.285651], [-0.628725, -4.009682, 0.230080], [-0.367220, -3.438580, -1.388638], [-1.719208, -2.764068, -0.282292], [-0.402201, -1.197850, -3.485769], [0.761124, 0.099272, -3.036826], [0.898339, -1.487209, -2.198833], [1.195223, -1.973349, -0.615360], [-2.534341, 0.612194, -1.631085]], "forces_ev_per_a": [[-0.572, -6.376, -2.436], [-0.312, 5.410, 8.353], [-1.500, 1.376, 0.291], [0.482, 1.146, 3.975], [1.674, -0.969, -2.396], [1.683, 2.182, -1.933], [-0.714, -0.410, 0.047], [-1.294, -0.342, 0.686], [1.397, 1.389, -1.310], [0.469, -0.511, -0.219], [-2.131, 0.885, -0.460], [-2.969, 0.258, -2.597], [1.571, -2.052, -2.798], [0.665, 0.069, -1.070], [0.617, -0.831, -0.622], [-0.090, -0.434, -1.232], [0.315, -0.043, -0.656], [-0.196, 0.674, 0.749], [-1.342, -0.161, 0.985], [-0.169, -0.152, 0.443], [-0.484, 0.196, 0.664], [0.397, -0.033, 0.750], [0.786, 0.092, -0.142], [0.011, -0.222, -0.596], [0.507, -0.157, 0.911], [0.354, -1.158, 0.976], [-1.070, -0.070, 0.192], [0.370, -0.090, -0.442], [0.408, 0.114, 0.285], [-0.855, -0.226, 0.672], [-1.415, 1.070, -1.157], [1.268, -1.109, -0.672], [2.139, 0.485, 0.757]], "lowdin_charge": [-0.083, -0.184, -0.179, -0.225, -0.185, -0.201, -0.357, -0.071, -0.031, -0.020, -0.380, 0.002, -0.170, 0.132, 0.087, 0.127, 0.106, 0.102, 0.135, 0.119, 0.129, 0.162, 0.103, 0.076, 0.079, 0.047, 0.084, 0.091, 0.076, 0.087, 0.087, 0.092, 0.162]}



Record 3
{"formula": "C24H30N4O2", "method": "ωB97M-V with the def2-TZVPD basis set", "mol_weight_da": 406.53, "relative_energy_kj_mol": 2115.9, "spin_multiplicity": 1, "homo_energy_ev": -7.6, "max_force_ev_per_a": 19.65, "lumo_energy_ev": 0.54, "symbols": ["C", "C", "C", "C", "C", "O", "C", "N", "C", "C", "H", "H", "C", "N", "C", "C", "C", "N", "H", "H", "N", "C", "O", "C", "H", "H", "C", "H", "H", "C", "C", "C", "C", "C", "C", "C", "H", "H", "H", "H", "H", "H", "H", "H", "C", "C", "H", "H", "H", "H", "H", "H", "H", "H", "H", "H", "H", "H", "H", "H"], "xyz": [[-4.333965, -0.110353, -1.530409], [-3.712448, -1.072134, -0.602072], [-4.024797, -1.162824, 0.684455], [-3.281933, -2.320845, 1.154934], [-2.541039, -2.844218, -0.029294], [-2.939237, -2.006071, -0.910387], [-1.552727, -3.802838, 0.181304], [-0.142833, -3.091158, -0.143798], [0.104758, -2.371877, -1.347024], [1.675670, -2.074887, -1.322637], [1.794691, -1.316886, -2.234460], [2.144103, -2.832139, -1.357657], [1.987800, -1.313677, -0.235844], [3.369805, -0.636887, -0.105805], [3.851071, 0.511492, -0.293744], [5.166065, 0.370746, -0.091014], [5.490755, -1.140495, -0.155069], [4.277921, -1.691157, -0.079210], [6.491309, -1.399598, -0.295312], [5.932187, 1.236982, -0.131320], [3.034541, 1.684270, -0.283257], [2.003902, 2.107461, 0.881001], [1.826173, 1.406682, 1.710077], [1.375199, 3.392692, 0.634304], [2.154956, 4.314874, 0.407971], [0.713191, 3.457253, 1.177275], [0.889206, 3.299069, -0.960200], [0.382755, 4.597086, -1.053708], [1.613660, 3.478746, -1.575407], [-0.046995, 2.310580, -1.274355], [-1.310867, 2.448159, -0.546260], [-2.442624, 3.102245, -0.969010], [-3.522671, 3.177041, -0.042057], [-3.643441, 2.226278, 1.054854], [-2.573754, 1.499686, 1.436588], [-1.357151, 1.761332, 0.689171], [-0.529858, 0.957842, 0.776692], [-2.584965, 0.973820, 2.587332], [-4.531020, 2.404341, 1.702479], [-4.508385, 3.883713, -0.251371], [-2.283838, 3.660394, -1.574511], [-0.500613, 2.555398, -2.154676], [0.339865, 1.350138, -1.228280], [3.359504, 2.273344, -0.786158], [1.528318, -1.820846, 1.092669], [0.322745, -2.360287, 1.132950], [-0.382282, -1.499685, 1.215286], [0.072159, -3.035397, 2.073114], [2.300883, -2.669489, 1.125899], [1.689155, -1.168372, 2.071529], [1.382946, -0.177353, -0.226348], [-0.424030, -1.434418, -1.394980], [0.093139, -2.989769, -2.189206], [-1.527918, -4.352200, -0.796149], [-1.404775, -4.409936, 0.995654], [-3.269225, -2.603689, 2.379716], [-4.950028, -0.785985, 1.203347], [-3.702272, 0.631513, -1.815826], [-5.222030, 0.506522, -1.196937], [-4.518633, -0.652498, -2.232482]], "forces_ev_per_a": [[0.360, 4.315, 7.389], [-3.775, 3.823, 2.620], [-1.245, -2.238, 3.422], [0.680, -0.611, 1.508], [-5.837, 2.951, 10.636], [4.420, -2.157, -7.960], [4.985, 1.151, -8.326], [0.115, -1.675, 4.066], [2.524, 0.317, 1.967], [-8.149, 9.999, -5.276], [0.278, -2.132, 1.250], [6.294, -10.346, -1.117], [-0.797, 10.950, 5.611], [-3.659, -10.042, -0.348], [-0.479, 4.910, 1.992], [5.915, -0.325, -1.606], [-4.283, 6.177, 0.737], [1.426, 0.519, -0.374], [0.970, -1.621, 0.172], [-1.398, -1.678, 0.119], [-5.927, -9.350, 8.776], [5.336, 4.480, -9.044], [-1.880, -6.802, 8.008], [13.292, 0.822, -14.444], [-1.916, -2.378, 1.727], [-11.970, 2.269, 9.901], [-2.982, 6.990, 6.335], [0.810, -3.861, 0.150], [4.694, 0.250, -3.398], [-2.774, 0.225, -0.093], [-0.814, -2.694, 4.332], [-3.638, -9.849, 14.852], [-2.381, -0.541, -0.953], [-1.634, 3.705, -0.863], [2.811, -0.177, 2.759], [-0.358, -3.666, -0.180], [-1.053, 1.735, 0.585], [0.204, 1.108, -3.840], [0.626, -0.699, -0.579], [2.875, -1.873, 0.443], [2.134, 12.049, -13.768], [0.146, -0.034, -3.794], [0.653, -1.965, -0.138], [4.798, 9.784, -7.775], [10.304, 0.355, 2.145], [-10.139, -3.251, -0.282], [-0.348, -0.257, 0.293], [0.707, 1.187, -1.959], [-0.600, 0.617, 0.933], [0.085, -0.910, -2.478], [0.847, -2.970, -0.818], [-0.424, 0.575, -0.589], [-1.186, -0.925, -1.459], [-0.197, -0.955, 0.987], [-0.480, -0.883, 2.012], [0.150, 0.353, -3.929], [1.607, 0.204, -0.601], [2.354, 2.065, -1.003], [0.799, -1.481, 0.260], [-2.877, -5.540, -8.994]], "lowdin_charge": [0.040, -0.393, -0.079, 0.016, -0.304, 0.114, -0.060, -0.102, -0.151, -0.117, 0.187, 0.016, -0.298, -0.033, -0.366, -0.021, -0.065, 0.078, 0.067, 0.112, 0.193, -0.449, 0.214, -0.010, 0.197, -0.035, -0.142, 0.215, 0.025, -0.209, -0.230, -0.020, -0.026, -0.154, -0.107, -0.018, 0.118, 0.182, 0.108, 0.153, -0.032, 0.106, 0.094, -0.031, -0.241, -0.246, 0.121, 0.171, 0.150, 0.178, 0.173, 0.110, 0.106, 0.135, 0.099, 0.160, 0.136, 0.045, 0.135, -0.013]}



These records have DFT total energy values of -23279.977; -14707.784; -35410.019 eV, in the order they appear.